124
Properties=species:S:1:pos:R:3:mulliken_charge:R:1 method="wB97M-V/def2-TZVPD" e_tot_ev=-132453.8763 homo_energy_ev=-9.6 largest_force_ev_per_a=7.26 spin_multiplicity=1 relative_energy_kj_mol=554.2 smiles="C[C@H]1COC(=O)O1.C[C@H]1COC(=O)O1.C[C@H]1COC(=O)O1.O=S1(=O)CCCC1.O=S1(=O)CCCC1.O=S1(=O)CCCC1.O=S1(=O)CCCC1.O=S1(=O)CCCC1.CC(C)=O" lumo_energy_ha=0.003
C 1.641 0.004 -0.755 -0.64
C 0.271 -0.513 -0.498 0.81
C 0.000 -1.250 0.817 0.11
O -1.174 -0.654 1.277 0.10
C -1.418 0.439 0.649 0.37
O -2.332 1.194 0.919 -0.72
O -0.500 0.634 -0.261 -0.30
H 1.640 0.847 -1.446 0.04
H 2.243 -0.798 -1.179 0.19
H 2.177 0.442 0.088 -0.07
H -0.197 -1.078 -1.304 0.26
H 0.763 -1.028 1.563 -0.45
H -0.144 -2.310 0.607 0.35
C -2.055 -2.437 4.100 -1.71
C -1.022 -1.309 4.238 2.11
C -1.747 0.090 4.137 0.85
O -1.513 0.683 5.370 -0.43
C -0.684 -0.114 6.129 0.38
O -0.261 0.204 7.171 -0.52
O -0.383 -1.325 5.528 -0.48
H -2.721 -2.522 4.958 0.42
H -1.631 -3.432 3.966 0.32
H -2.668 -2.347 3.203 0.35
H -0.197 -1.473 3.544 -0.82
H -2.823 -0.050 4.032 0.27
H -1.438 0.775 3.347 -0.80
C -5.710 2.906 3.076 -1.51
C -5.334 3.540 1.774 0.58
C -5.731 2.698 0.548 0.01
O -6.053 3.738 -0.318 -0.31
C -6.479 4.764 0.333 0.62
O -6.720 5.826 -0.317 -0.62
O -6.252 4.649 1.654 -0.38
H -5.186 1.956 2.974 0.36
H -6.754 2.601 3.142 0.37
H -5.529 3.634 3.867 0.38
H -4.334 3.964 1.864 0.26
H -6.478 1.950 0.814 0.28
H -4.854 2.172 0.169 -0.02
O 2.407 -3.244 0.882 -0.40
S 3.779 -3.199 1.445 0.83
O 4.538 -4.387 1.814 -0.70
C 4.854 -2.285 0.214 0.07
C 5.638 -1.221 1.168 -1.08
C 4.695 -0.599 2.175 -0.05
C 3.854 -1.845 2.746 -0.15
H 4.071 -1.801 -0.369 -0.42
H 5.392 -2.905 -0.503 0.61
H 6.598 -1.427 1.642 0.34
H 6.040 -0.487 0.470 0.44
H 4.152 0.169 1.625 -0.15
H 5.339 -0.149 2.931 0.48
H 2.832 -1.515 2.936 -0.32
H 4.323 -2.304 3.616 0.50
O -1.288 3.465 -5.436 -0.67
S -1.699 2.169 -5.051 1.17
O -1.371 1.013 -5.917 -0.66
C -1.226 1.784 -3.260 -0.29
C -2.625 1.830 -2.516 0.14
C -3.749 1.373 -3.538 -0.73
C -3.531 2.225 -4.746 -0.80
H -0.510 2.439 -2.763 0.39
H -0.843 0.765 -3.200 0.04
H -2.542 1.067 -1.742 -0.45
H -2.907 2.812 -2.135 0.31
H -4.760 1.516 -3.156 0.39
H -3.644 0.293 -3.647 0.33
H -3.739 3.293 -4.691 0.38
H -3.906 1.672 -5.607 0.43
O 5.556 -0.006 -2.516 -0.53
S 5.118 0.937 -3.552 1.04
O 4.364 0.397 -4.726 -0.68
C 4.090 2.303 -2.789 -0.20
C 4.564 3.563 -3.383 -0.67
C 6.135 3.491 -3.410 -0.76
C 6.458 2.072 -4.130 -0.72
H 4.159 2.187 -1.707 0.35
H 3.058 2.046 -3.026 0.04
H 4.348 3.725 -4.439 0.32
H 4.188 4.377 -2.763 0.35
H 6.504 3.686 -2.403 0.30
H 6.583 4.296 -3.992 0.39
H 7.438 1.597 -4.150 0.43
H 6.258 2.219 -5.191 0.35
O 2.625 2.619 1.768 -0.76
S 1.623 2.323 2.829 1.14
O 1.245 0.910 2.895 -0.43
C 2.240 3.005 4.508 -0.98
C 1.228 4.124 4.874 -0.52
C 0.596 4.655 3.559 -0.89
C 0.145 3.435 2.688 -0.61
H 3.272 3.331 4.372 0.45
H 2.345 2.258 5.294 0.41
H 0.414 3.717 5.473 0.29
H 1.546 5.040 5.372 0.35
H 1.356 5.097 2.914 0.37
H -0.302 5.263 3.666 0.44
H -0.120 3.538 1.636 0.57
H -0.770 3.017 3.107 0.14
O -2.346 -2.920 -0.698 -0.55
S -3.000 -4.035 -0.006 1.12
O -3.071 -4.013 1.463 -0.74
C -4.609 -4.391 -0.843 -0.89
C -4.285 -5.235 -1.997 -0.69
C -2.845 -5.602 -2.056 -0.03
C -2.302 -5.579 -0.674 -0.78
H -5.221 -3.493 -0.764 0.53
H -5.099 -5.014 -0.095 0.38
H -4.867 -6.142 -2.160 0.36
H -4.619 -4.637 -2.845 0.29
H -2.246 -4.925 -2.665 -0.15
H -2.864 -6.616 -2.456 0.40
H -1.219 -5.510 -0.573 0.33
H -2.701 -6.377 -0.047 0.38
C 0.755 -3.403 -3.355 -0.50
C 1.346 -4.700 -3.112 0.66
C 2.841 -4.828 -2.976 -0.74
O 0.697 -5.707 -3.057 -0.57
H 1.113 -2.718 -4.124 0.49
H 0.525 -2.903 -2.414 -0.29
H -0.236 -3.609 -3.760 0.34
H 3.101 -3.976 -2.348 0.01
H 3.236 -4.762 -3.990 0.34
H 3.067 -5.720 -2.392 0.30